No. 1
Computed, not measured: 6 unconnected molecules or ions with the total composition C9H15Br6Cl9, with wB97M-V/def2-TZVPD.

Its energy above the lowest of the compared OMol25 structures with the same formula, charge and spin is 6.8 kcal/mol. For the total energy, the calculation gives -542533.3071 eV. As for the SMILES: ClC(Cl)Cl.ClC(Cl)Cl.ClC(Cl)Cl.BrCCBr.BrCCBr.BrCCBr. The LUMO energy comes out at 0.4 eV. The value obtained for the orbital gap is 10.60 eV.

Structure (ORCA input):
```
! wB97M-V def2-TZVPD RIJCOSX def2/J DEFGRID3
* xyz 0 1
Cl 1.0958 -0.1955 0.3160
C -0.5703 0.3010 0.0895
Cl -0.8725 1.8214 0.9351
Cl -1.7308 -0.9279 0.5212
H -0.6959 0.5157 -0.9645
Cl -0.5593 0.6049 -3.5570
C -2.0185 -0.1382 -4.2034
Cl -2.8731 0.9753 -5.2644
Cl -3.0598 -0.6859 -2.8868
H -1.7318 -1.0044 -4.7843
Cl -5.4452 -1.4731 0.4213
C -4.6635 -2.6347 1.4795
Cl -4.4171 -4.1553 0.6390
Cl -5.6003 -2.8615 2.9670
H -3.7016 -2.2468 1.7854
Br 2.6117 -4.4963 0.5147
C 1.1938 -3.5624 1.4721
C 0.4751 -4.5137 2.3839
Br -1.1133 -3.5997 3.0602
H 0.5410 -3.1066 0.7372
H 1.6865 -2.7747 2.0339
H 1.0759 -4.8379 3.2281
H 0.1121 -5.4041 1.8792
Br 2.6682 1.6153 -2.2444
C 3.8154 0.0351 -2.1342
C 4.1900 -0.3541 -3.5441
Br 5.3375 -1.9222 -3.4864
H 3.1903 -0.7260 -1.6811
H 4.6750 0.3147 -1.5384
H 4.7253 0.4294 -4.0690
H 3.3117 -0.6351 -4.1165
Br 1.4368 5.6712 0.9455
C 0.3810 5.2083 2.4803
C -0.7108 6.2099 2.7654
Br -2.3343 5.8150 1.7725
H 1.0227 5.1471 3.3602
H -0.0259 4.2103 2.3470
H -0.4162 7.2267 2.5303
H -1.0059 6.1548 3.8101
*
```

Partial charges, Mulliken, in e: atom 1 (Cl): -0.11, atom 2 (C): 0.66, atom 3 (Cl): -0.13, atom 4 (Cl): -0.02, atom 5 (H): -0.39, atom 6 (Cl): -0.08, atom 7 (C): -0.03, atom 8 (Cl): -0.12, atom 9 (Cl): -0.08, atom 10 (H): 0.30, atom 11 (Cl): -0.11, atom 12 (C): 0.50, atom 13 (Cl): -0.11, atom 14 (Cl): -0.14, atom 15 (H): -0.16, atom 16 (Br): -0.16, atom 17 (C): -0.45, atom 18 (C): -0.50, atom 19 (Br): -0.17, atom 20 (H): 0.20, atom 21 (H): 0.34, atom 22 (H): 0.38, atom 23 (H): 0.38, atom 24 (Br): -0.18, atom 25 (C): -0.47, atom 26 (C): -0.63, atom 27 (Br): -0.16, atom 28 (H): 0.28, atom 29 (H): 0.40, atom 30 (H): 0.39, atom 31 (H): 0.36, atom 32 (Br): -0.10, atom 33 (C): -0.26, atom 34 (C): -0.60, atom 35 (Br): -0.14, atom 36 (H): 0.32, atom 37 (H): 0.07, atom 38 (H): 0.38, atom 39 (H): 0.33



No. 2
Computed, not measured: a gas-phase ion, CH5N2S (charge +1) in a non-equilibrium geometry, with wB97M-V/def2-TZVPD.

Its energy above the lowest of the compared OMol25 structures with the same formula, charge and spin is 39.2 kcal/mol. For the total energy, the calculation gives -14924.7659 eV. As for the SMILES: N/C=[NH+]/S. The LUMO energy comes out at -5.0 eV. The value obtained for the orbital gap is 9.34 eV.

Structure (ORCA input):
```
! wB97M-V def2-TZVPD RIJCOSX def2/J DEFGRID3
* xyz 1 1
N 0.7708 1.4799 -0.1076
C -0.2343 0.3273 -0.0175
N 0.0959 -0.9104 -0.1382
S -0.8786 -2.2876 0.0131
H 0.6149 2.4969 -0.3584
H 1.7163 1.3165 0.1860
H -1.2274 0.6007 -0.1083
H 1.0827 -1.2689 -0.3375
H -1.9404 -1.7544 0.8684
*
```

Partial charges, Mulliken, in e: atom 1 (N): -0.37, atom 2 (C): 0.20, atom 3 (N): -0.24, atom 4 (S): 0.01, atom 5 (H): 0.26, atom 6 (H): 0.24, atom 7 (H): 0.35, atom 8 (H): 0.33, atom 9 (H): 0.22



No. 3
Computed, not measured: a molecular structure, C4H6NO in a non-equilibrium geometry, with wB97M-V/def2-TZVPD.

Its energy above the lowest of the compared OMol25 structures with the same formula, charge and spin is 124.7 kcal/mol. For the total energy, the calculation gives -7769.4903 eV. The LUMO energy comes out at -5.3 eV. The value obtained for the orbital gap is 9.36 eV.

Structure (ORCA input):
```
! wB97M-V def2-TZVPD RIJCOSX def2/J DEFGRID3
* xyz 1 1
C -0.5175 -0.8616 0.1881
C 0.3652 0.2325 0.0306
C -1.4350 0.3131 0.7385
C 2.0742 0.4125 0.0366
N -1.8874 -0.3166 -0.3477
O -0.4228 1.2486 0.2480
H -0.5446 -1.8800 0.4367
H 2.2271 0.6471 -0.9612
H 2.4446 -0.6518 0.2051
H 2.3756 1.3272 0.7205
H -1.8878 0.3153 -1.2318
H -2.7918 -0.7862 -0.0637
*
```

Partial charges, Mulliken, in e: atom 1 (C): -0.07, atom 2 (C): 0.37, atom 3 (C): -0.45, atom 4 (C): -0.81, atom 5 (N): 0.00, atom 6 (O): -0.17, atom 7 (H): 0.40, atom 8 (H): 0.34, atom 9 (H): 0.31, atom 10 (H): 0.33, atom 11 (H): 0.34, atom 12 (H): 0.40



No. 4
Computed, not measured: 2 unconnected molecules or ions with the total composition C5H10O2, with wB97M-V/def2-TZVPD.

Its energy above the lowest of the compared OMol25 structures with the same formula, charge and spin is 44.2 kcal/mol. For the total energy, the calculation gives -9441.1273 eV. As for the SMILES: C/C=C\O.CC=O. The LUMO energy comes out at 0.9 eV. The value obtained for the orbital gap is 9.33 eV.

Structure (ORCA input):
```
! wB97M-V def2-TZVPD RIJCOSX def2/J DEFGRID3
* xyz 0 1
C -1.8520 0.6917 0.3489
C -0.6934 1.6475 0.2808
C 0.2443 1.7056 -0.6687
O 0.4203 0.8810 -1.7312
H -1.7577 -0.0253 1.1758
H -1.9711 0.1129 -0.5717
H -2.7851 1.2437 0.5127
H -0.6251 2.3989 1.0638
H 1.0006 2.4875 -0.6590
H -0.0427 0.0354 -1.5776
C 1.6048 -1.2197 0.5409
C 0.5863 -2.1016 -0.1203
O -0.2121 -1.7265 -0.9549
H 2.4670 -1.7984 0.8832
H 1.1396 -0.7492 1.4173
H 1.9117 -0.4217 -0.1392
H 0.5647 -3.1617 0.1990
*
```

Partial charges, Mulliken, in e: atom 1 (C): -1.01, atom 2 (C): 0.00, atom 3 (C): -0.32, atom 4 (O): -0.53, atom 5 (H): 0.21, atom 6 (H): 0.30, atom 7 (H): 0.34, atom 8 (H): 0.32, atom 9 (H): 0.37, atom 10 (H): 0.33, atom 11 (C): -0.88, atom 12 (C): 0.21, atom 13 (O): -0.53, atom 14 (H): 0.34, atom 15 (H): 0.24, atom 16 (H): 0.24, atom 17 (H): 0.37



No. 5
Computed, not measured: a molecular structure, C4H10NO2 in a non-equilibrium geometry, with wB97M-V/def2-TZVPD.

Its energy above the lowest of the compared OMol25 structures with the same formula, charge and spin is 93.2 kcal/mol. For the total energy, the calculation gives -9893.4039 eV. The LUMO energy comes out at 4.4 eV. The value obtained for the orbital gap is 7.58 eV.

Structure (ORCA input):
```
! wB97M-V def2-TZVPD RIJCOSX def2/J DEFGRID3
* xyz -1 1
C -0.4005 -0.2915 -1.0368
C -0.9494 1.0741 -0.5925
C 0.2029 1.7278 0.2058
O 0.4852 1.0091 1.4253
N -0.5485 -1.3832 -0.1183
C 0.7461 -1.7951 0.5498
O 1.0437 -0.9842 1.5532
H -0.8999 -0.5223 -2.0080
H 0.6700 -0.1689 -1.1903
H -1.1793 1.7606 -1.4263
H -1.8968 1.1660 -0.0449
H 1.1074 1.5472 -0.3809
H 0.0074 2.7097 0.5986
H -1.1678 -1.0501 0.6166
H 1.4934 -1.8591 -0.2960
H 0.5372 -2.8572 0.8145
H 0.7488 -0.0828 1.3300
*
```

Partial charges, Mulliken, in e: atom 1 (C): -0.59, atom 2 (C): -0.47, atom 3 (C): -0.67, atom 4 (O): -0.81, atom 5 (N): -0.50, atom 6 (C): -0.36, atom 7 (O): -0.67, atom 8 (H): 0.23, atom 9 (H): 0.28, atom 10 (H): 0.32, atom 11 (H): 0.30, atom 12 (H): 0.24, atom 13 (H): 0.35, atom 14 (H): 0.27, atom 15 (H): 0.26, atom 16 (H): 0.27, atom 17 (H): 0.54



No. 6
Computed, not measured: a single C18H21ClN2O3 molecule in a non-equilibrium geometry, with wB97M-V/def2-TZVPD.

Its energy above the lowest of the compared OMol25 structures with the same formula, charge and spin is 0.0 kcal/mol. For the total energy, the calculation gives -40651.5284 eV. As for the SMILES: CCN1CCN(C(=O)c2ccc(COc3cccc(Cl)c3)o2)CC1. The LUMO energy comes out at 0.7 eV. The value obtained for the orbital gap is 9.26 eV.

Structure (ORCA input):
```
! wB97M-V def2-TZVPD RIJCOSX def2/J DEFGRID3
* xyz 0 1
C 3.6121 1.0705 1.6970
C 3.1370 -0.3501 1.4153
N 2.6321 -0.5006 0.0602
C 1.3642 0.1794 -0.1356
C 0.9395 0.0597 -1.5990
N 0.8050 -1.3331 -1.9476
C -0.3257 -2.0738 -2.0380
O -0.2846 -3.2784 -2.2517
C -1.6518 -1.4435 -1.8928
C -2.8542 -2.0907 -2.0396
C -3.8578 -1.1614 -1.6994
C -3.2052 -0.0086 -1.3631
C -3.7224 1.3252 -0.9051
O -2.7091 2.2061 -0.4815
C -1.9731 1.9013 0.6203
C -0.9868 2.8290 0.9615
C -0.1861 2.6195 2.0642
C -0.3369 1.4838 2.8447
C -1.3156 0.5704 2.4981
Cl -1.5170 -0.8655 3.4422
C -2.1431 0.7647 1.4026
O -1.8765 -0.1710 -1.4824
C 2.0659 -2.0243 -1.7728
C 2.5073 -1.9006 -0.3135
H 4.2623 1.4050 0.8934
H 2.7773 1.7603 1.7841
H 4.1686 1.0900 2.6306
H 3.9878 -1.0288 1.5179
H 2.3777 -0.6449 2.1617
H 1.4799 1.2331 0.1170
H 0.5711 -0.2450 0.5074
H 0.0191 0.6081 -1.7737
H 1.7290 0.4825 -2.2297
H -2.9790 -3.1074 -2.3481
H -4.9162 -1.3218 -1.6971
H -4.4753 1.1773 -0.1168
H -4.2045 1.8448 -1.7414
H -0.8734 3.7054 0.3443
H 0.5673 3.3478 2.3236
H 0.2923 1.3099 3.7024
H -2.8922 0.0234 1.1749
H 1.9244 -3.0714 -2.0422
H 2.8133 -1.5681 -2.4274
H 3.4799 -2.3820 -0.1890
H 1.7733 -2.4264 0.3240
*
```

Partial charges, Mulliken, in e: atom 1 (C): -1.19, atom 2 (C): -0.36, atom 3 (N): 0.02, atom 4 (C): -0.33, atom 5 (C): -1.41, atom 6 (N): 0.10, atom 7 (C): 0.47, atom 8 (O): -0.74, atom 9 (C): 0.35, atom 10 (C): -0.56, atom 11 (C): -1.19, atom 12 (C): 0.64, atom 13 (C): -0.63, atom 14 (O): -0.51, atom 15 (C): 0.74, atom 16 (C): -0.63, atom 17 (C): -0.51, atom 18 (C): -0.58, atom 19 (C): 0.10, atom 20 (Cl): -0.24, atom 21 (C): -0.41, atom 22 (O): -0.05, atom 23 (C): -1.10, atom 24 (C): -0.55, atom 25 (H): 0.36, atom 26 (H): 0.11, atom 27 (H): 0.44, atom 28 (H): 0.46, atom 29 (H): 0.26, atom 30 (H): 0.48, atom 31 (H): 0.31, atom 32 (H): 0.48, atom 33 (H): 0.31, atom 34 (H): 0.58, atom 35 (H): 0.52, atom 36 (H): 0.37, atom 37 (H): 0.39, atom 38 (H): 0.43, atom 39 (H): 0.42, atom 40 (H): 0.50, atom 41 (H): 0.51, atom 42 (H): 0.48, atom 43 (H): 0.35, atom 44 (H): 0.49, atom 45 (H): 0.30



- Which formula does entry 3 have?
  C4H6NO